Entry 1:
Entry from the OMol25 dataset: a structure of composition C41H39IrOP2S2Si (ωB97M-V with the def2-TZVPD basis set).

CARTESIAN COORDINATES (ANGSTROEM)
1 Ir -1.13 -0.54 -1.22
2 S -3.19 -0.82 -0.11
3 P -2.51 1.02 0.63
4 C -1.40 1.28 -0.67
5 P -0.03 2.03 -1.39
6 S 0.29 0.51 -2.77
7 C -0.39 3.62 -2.12
8 C -0.75 3.72 -3.46
9 C -1.13 4.95 -3.98
10 C -1.14 6.07 -3.16
11 C -0.78 5.97 -1.82
12 C -0.40 4.74 -1.30
13 C 1.37 2.19 -0.29
14 C 1.47 1.35 0.82
15 C 2.59 1.42 1.63
16 C 3.62 2.31 1.33
17 C 3.52 3.13 0.22
18 C 2.40 3.08 -0.60
19 C -3.72 2.33 0.77
20 C -4.51 2.43 1.91
21 C -5.46 3.43 1.98
22 C -5.62 4.33 0.93
23 C -4.83 4.22 -0.21
24 C -3.88 3.21 -0.30
25 C -1.71 0.78 2.21
26 C -1.38 1.92 2.96
27 C -0.58 1.80 4.08
28 C -0.09 0.55 4.45
29 C -0.42 -0.58 3.71
30 C -1.23 -0.47 2.59
31 H -0.75 2.84 -4.09
32 H -1.40 5.04 -5.02
33 H -1.43 7.03 -3.56
34 H -0.79 6.84 -1.18
35 H -0.11 4.66 -0.25
36 H 0.69 0.63 1.04
37 H 2.66 0.78 2.50
38 H 4.49 2.36 1.96
39 H 4.33 3.82 -0.02
40 H 2.33 3.72 -1.47
41 H -4.39 1.74 2.73
42 H -6.09 3.52 2.86
43 H -6.36 5.11 0.99
44 H -4.95 4.91 -1.03
45 H -3.26 3.11 -1.18
46 H -1.75 2.90 2.66
47 H -0.33 2.68 4.66
48 H 0.54 0.45 5.32
49 H -0.03 -1.55 3.99
50 H -1.47 -1.34 2.00
51 C 0.01 -5.63 -1.64
52 C -0.49 -4.24 -1.25
53 C -1.63 -4.39 -0.22
54 C -1.06 -3.54 -2.49
55 Si 0.81 -3.06 -0.53
56 O 0.01 -1.63 -0.21
57 C 2.20 -2.61 -1.70
58 C 2.63 -3.39 -2.78
59 C 3.68 -2.99 -3.59
60 C 4.34 -1.79 -3.33
61 C 3.93 -1.00 -2.27
62 C 2.87 -1.40 -1.47
63 C 1.47 -3.51 1.17
64 C 2.15 -2.53 1.89
65 C 2.64 -2.78 3.16
66 C 2.46 -4.03 3.74
67 C 1.79 -5.02 3.04
68 C 1.30 -4.76 1.76
69 H -0.83 -6.22 -2.03
70 H 0.42 -6.17 -0.79
71 H 0.77 -5.61 -2.42
72 H -2.44 -4.98 -0.66
73 H -2.04 -3.42 0.07
74 H -1.30 -4.90 0.69
75 H -1.95 -4.06 -2.85
76 H -0.34 -3.46 -3.31
77 H -1.41 -2.51 -2.26
78 H 2.14 -4.33 -3.00
79 H 3.99 -3.61 -4.42
80 H 5.16 -1.48 -3.96
81 H 4.44 -0.06 -2.06
82 H 2.56 -0.75 -0.66
83 H 2.30 -1.55 1.46
84 H 3.18 -2.01 3.70
85 H 2.85 -4.24 4.73
86 H 1.65 -6.00 3.48
87 H 0.78 -5.56 1.24

ΔE to the lowest compared entry with this formula, charge and spin   0.0 kJ/mol
E   -96159.19707 eV
HOMO (spin up / spin down)   -10.9 / -10.7 eV
Lowest unoccupied orbital energy (spin up / spin down)   -0.1349 / -0.1605 hartree
Charge   +1
2S+1   2
Orbital gap (spin up / spin down)   7.198 / 6.363 eV

For reference, the Löwdin charges in units of e are:
1 Ir 0.918
2 S 0.373
3 P 0.564
4 C -0.741
5 P 0.560
6 S 0.394
7 C -0.359
8 C -0.078
9 C -0.057
10 C -0.057
11 C -0.061
12 C -0.086
13 C -0.338
14 C -0.088
15 C -0.060
16 C -0.052
17 C -0.058
18 C -0.073
19 C -0.347
20 C -0.075
21 C -0.056
22 C -0.054
23 C -0.057
24 C -0.068
25 C -0.361
26 C -0.083
27 C -0.061
28 C -0.057
29 C -0.053
30 C -0.095
31 H 0.086
32 H 0.114
33 H 0.113
34 H 0.113
35 H 0.115
36 H 0.078
37 H 0.106
38 H 0.114
39 H 0.113
40 H 0.114
41 H 0.117
42 H 0.114
43 H 0.114
44 H 0.112
45 H 0.098
46 H 0.112
47 H 0.112
48 H 0.114
49 H 0.110
50 H 0.074
51 C -0.067
52 C -0.592
53 C -0.082
54 C -0.082
55 Si 0.556
56 O -0.500
57 C -0.215
58 C -0.081
59 C -0.073
60 C -0.076
61 C -0.080
62 C -0.130
63 C -0.196
64 C -0.097
65 C -0.090
66 C -0.080
67 C -0.072
68 C -0.084
69 H 0.093
70 H 0.073
71 H 0.062
72 H 0.094
73 H 0.027
74 H 0.074
75 H 0.101
76 H 0.088
77 H 0.000
78 H 0.081
79 H 0.107
80 H 0.107
81 H 0.105
82 H 0.073
83 H 0.077
84 H 0.103
85 H 0.107
86 H 0.108
87 H 0.083

Entry 2:
Entry from the OMol25 dataset: a structure of composition C41H40AsBrCl2F6N3OPbSb (ωB97M-V with the def2-TZVPD basis set).

CARTESIAN COORDINATES (ANGSTROEM)
1 Pb -0.80 -0.40 -0.22
2 C -1.59 2.57 7.54
3 C -0.64 3.24 6.53
4 C 0.65 3.69 7.24
5 C -1.34 4.46 5.94
6 C -0.25 2.23 5.47
7 C -0.39 2.48 4.10
8 C -0.03 1.52 3.20
9 Br -0.12 1.92 1.31
10 C 0.40 0.19 3.57
11 O 0.35 -0.72 2.69
12 C 0.72 0.03 4.97
13 C 0.34 1.02 5.85
14 C 1.45 -1.18 5.55
15 C 2.06 -2.07 4.47
16 C 2.62 -0.69 6.42
17 C 0.47 -1.99 6.40
18 H -1.91 3.31 8.27
19 H -1.13 1.75 8.07
20 H -2.47 2.20 7.02
21 H 0.42 4.44 7.99
22 H 1.33 4.13 6.51
23 H 1.16 2.87 7.73
24 H -1.59 5.15 6.74
25 H -2.26 4.17 5.44
26 H -0.70 4.98 5.24
27 H -0.77 3.42 3.74
28 H 0.54 0.86 6.89
29 H 2.69 -1.48 3.81
30 H 1.28 -2.56 3.88
31 H 2.67 -2.84 4.93
32 H 3.27 -0.03 5.85
33 H 3.21 -1.54 6.75
34 H 2.29 -0.16 7.31
35 H -0.36 -2.34 5.79
36 H 0.06 -1.40 7.21
37 H 0.98 -2.85 6.82
38 C 4.94 -4.85 2.80
39 C 3.64 -5.32 2.74
40 C 2.63 -4.52 2.25
41 C 2.91 -3.23 1.83
42 C 4.22 -2.74 1.90
43 C 5.23 -3.55 2.38
44 As 1.55 -2.06 1.01
45 C 0.02 -3.27 0.99
46 C -0.90 -3.47 2.01
47 C -1.92 -4.40 1.84
48 C -2.02 -5.13 0.67
49 C -1.12 -4.92 -0.36
50 C -0.11 -3.99 -0.21
51 C 0.86 -3.59 -1.24
52 C 1.41 -4.32 -2.43
53 C 2.89 -3.43 -3.80
54 C 3.61 -2.13 -3.63
55 C 3.79 -1.85 -2.35
56 C 3.26 -2.94 -1.46
57 H 5.73 -5.47 3.18
58 H 3.42 -6.33 3.07
59 H 1.61 -4.90 2.20
60 H 4.42 -1.72 1.58
61 H 6.24 -3.18 2.43
62 H -0.83 -2.89 2.92
63 H -2.64 -4.55 2.63
64 H -2.81 -5.85 0.55
65 H -1.20 -5.48 -1.28
66 H 1.06 -5.34 -2.59
67 H 3.19 -4.02 -4.66
68 H 3.87 -1.51 -4.47
69 H 4.23 -0.96 -1.93
70 Cl -1.61 -0.06 -4.06
71 C -0.27 0.96 -4.10
72 C 0.05 1.66 -5.24
73 C 1.05 2.63 -5.20
74 C 1.77 2.89 -4.03
75 C 1.52 2.16 -2.89
76 Cl 2.37 2.42 -1.46
77 C 0.47 1.15 -2.85
78 N 0.19 0.51 -1.79
79 H -0.51 1.50 -6.14
80 H 1.25 3.22 -6.08
81 H 2.51 3.67 -4.01
82 N 0.95 -2.05 -3.05
83 C 1.34 -3.32 -3.62
84 C 2.95 -4.11 -2.42
85 C 1.91 -2.61 -0.84
86 N 0.80 -2.18 -1.66
87 H 0.07 -1.70 -3.43
88 H 0.75 -3.59 -4.49
89 H 3.59 -4.98 -2.28
90 H 3.95 -3.21 -0.66
91 F -2.63 1.11 -1.15
92 Sb -3.11 2.96 -1.84
93 F -4.30 3.00 -0.37
94 F -1.70 3.59 -0.71
95 F -4.24 1.97 -2.99
96 F -1.73 2.84 -3.17
97 F -3.60 4.63 -2.53

E   -233692.66072 eV
HOMO (spin up / spin down)   -10.5 / -10.8 eV
Lowest unoccupied orbital energy (spin up / spin down)   -0.2094 / -0.2094 hartree
Charge   +1
2S+1   2
Orbital gap (spin up / spin down)   4.783 / 5.053 eV

For reference, the natural (NBO) charges in units of e are:
1 Pb 1.479
2 C -0.594
3 C -0.100
4 C -0.591
5 C -0.607
6 C 0.123
7 C -0.270
8 C -0.041
9 Br 0.139
10 C 0.330
11 O -0.574
12 C 0.017
13 C -0.172
14 C -0.080
15 C -0.593
16 C -0.596
17 C -0.594
18 H 0.224
19 H 0.208
20 H 0.216
21 H 0.224
22 H 0.214
23 H 0.208
24 H 0.227
25 H 0.217
26 H 0.210
27 H 0.250
28 H 0.216
29 H 0.207
30 H 0.210
31 H 0.221
32 H 0.214
33 H 0.221
34 H 0.206
35 H 0.209
36 H 0.209
37 H 0.220
38 C -0.198
39 C -0.198
40 C -0.231
41 C -0.316
42 C -0.181
43 C -0.222
44 As 1.004
45 C -0.374
46 C -0.218
47 C -0.195
48 C -0.187
49 C -0.213
50 C 0.030
51 C 0.005
52 C -0.245
53 C -0.265
54 C -0.164
55 C -0.174
56 C -0.298
57 H 0.225
58 H 0.224
59 H 0.225
60 H 0.208
61 H 0.224
62 H 0.231
63 H 0.226
64 H 0.228
65 H 0.221
66 H 0.246
67 H 0.229
68 H 0.216
69 H 0.213
70 Cl 0.172
71 C 0.109
72 C -0.290
73 C 0.039
74 C -0.298
75 C 0.079
76 Cl 0.149
77 C 0.154
78 N -0.734
79 H 0.255
80 H 0.246
81 H 0.255
82 N -0.485
83 C -0.053
84 C -0.188
85 C -0.139
86 N -0.310
87 H 0.380
88 H 0.219
89 H 0.233
90 H 0.250
91 F -0.734
92 Sb 3.168
93 F -0.656
94 F -0.684
95 F -0.663
96 F -0.704
97 F -0.655

- The lowest E belongs to which entry?
  C41H40AsBrCl2F6N3OPbSb

- The lowest E belongs to which entry?
  C41H40AsBrCl2F6N3OPbSb